1.
C3H9NS | ωB97M-V/def2-TZVPD

ORCA input file:
```
! wB97M-V def2-TZVPD RIJCOSX def2/J DEFGRID3
* xyz 0 1
C -0.88801 -0.17907 -1.15716
C 0.38692 -0.90563 -1.59464
S 1.41888 -1.45827 -0.28055
H -0.62230 0.77715 -0.73817
H -1.54046 -0.75959 -0.49130
H -1.55410 0.03228 -2.00628
H 0.91507 -0.25492 -2.32539
H 0.04361 -1.83994 -2.08985
C -0.27723 1.43962 2.05860
N -0.58360 0.23942 2.22176
H -0.07301 2.57827 2.04191
H 0.69303 1.66613 1.33831
H 2.00953 -0.51194 0.30296
H 0.07166 -0.82350 2.71980
*
```

As for the LUMO energy: -0.00849 Ha. The value obtained for the energy above the lowest of the compared OMol25 structures with the same formula, charge and spin is 149.7 kcal/mol. As for the orbital gap: 7.55 eV. The value obtained for the electronic energy is -572.40152 Ha.



2.
C3H9NS | ωB97M-V/def2-TZVPD

ORCA input file:
```
! wB97M-V def2-TZVPD RIJCOSX def2/J DEFGRID3
* xyz 0 1
C -1.57825 -0.78127 -0.32488
C 1.57860 1.34031 -0.03916
C -1.09806 0.09088 0.77190
N 0.99235 -1.18305 -0.72492
S 1.21136 -0.31220 0.54614
H -0.53416 -0.94524 -0.81246
H -2.03337 -1.64512 0.04031
H -2.26518 -0.23268 -1.03649
H 2.43901 1.61685 0.50104
H 0.80819 2.00829 0.42939
H 1.74857 1.24690 -1.06245
H -1.32799 -0.18042 1.75253
H -1.25835 1.18796 0.66218
H 1.31728 -2.21121 -0.70312
*
```

As for the LUMO energy: 0.03228 Ha. The value obtained for the energy above the lowest of the compared OMol25 structures with the same formula, charge and spin is 81.5 kcal/mol. As for the orbital gap: 9.18 eV. The value obtained for the electronic energy is -572.51024 Ha.



3.
C3H9NS | ωB97M-V/def2-TZVPD

ORCA input file:
```
! wB97M-V def2-TZVPD RIJCOSX def2/J DEFGRID3
* xyz 0 1
C -2.29988 1.67189 -0.23971
S -1.08252 0.44866 -0.86396
H -2.81775 2.19371 -1.03179
H -1.74406 2.43910 0.30849
H -2.91641 1.12382 0.46720
C 1.32877 -1.95461 -0.08336
C 1.11549 0.53261 0.09667
N 1.19805 -0.68348 0.60824
H 2.01096 -2.57361 0.50590
H 0.39548 -2.52389 -0.09789
H 1.72711 -1.82415 -1.08729
H 1.47814 0.72893 -0.88994
H 0.79061 1.28901 0.78259
H 0.81601 -0.86799 1.52487
*
```

As for the LUMO energy: 0.02882 Ha. The value obtained for the energy above the lowest of the compared OMol25 structures with the same formula, charge and spin is 45.5 kcal/mol. As for the orbital gap: 8.12 eV. The value obtained for the electronic energy is -572.56760 Ha.



4.
C3H9NS | ωB97M-V/def2-TZVPD

ORCA input file:
```
! wB97M-V def2-TZVPD RIJCOSX def2/J DEFGRID3
* xyz 0 1
C -3.03702 -0.38876 2.62593
N -3.26415 -1.12986 1.49004
H -3.55237 0.64129 2.60327
H -2.09060 -0.41415 3.19833
H -3.25989 -2.16223 1.53266
C 2.96201 -0.28481 -0.97717
S 1.10878 -0.64669 -0.84963
C 0.40211 0.99257 -1.55000
H 3.29738 -0.03265 0.01158
H 3.45614 -1.08040 -1.43962
H 3.21798 0.65268 -1.64063
H 0.32252 0.99785 -2.62399
H 1.05671 1.81105 -1.23280
H -0.61961 1.04410 -1.14798
*
```

As for the LUMO energy: 0.01238 Ha. The value obtained for the energy above the lowest of the compared OMol25 structures with the same formula, charge and spin is 68.3 kcal/mol. As for the orbital gap: 8.90 eV. The value obtained for the electronic energy is -572.53126 Ha. Its SMILES is C=N.CSC.



5.
C3H9NS | ωB97M-V/def2-TZVPD

ORCA input file:
```
! wB97M-V def2-TZVPD RIJCOSX def2/J DEFGRID3
* xyz 0 1
C -1.81154 -0.02117 0.79937
N -0.43577 -0.30448 1.32534
C 0.58616 0.33083 0.50482
C 0.83856 -0.31993 -0.85750
S 1.50837 0.89684 -2.10204
H -2.46251 -0.03113 1.66490
H -1.89809 1.02436 0.48572
H -2.02292 -0.66075 -0.03637
H -0.43734 -1.30963 1.16920
H 1.52860 0.44574 1.02170
H 0.24043 1.34398 0.30603
H -0.02517 -0.73227 -1.34264
H 1.68481 -0.97578 -0.75023
H 2.70642 0.31339 -2.18830
*
```

As for the LUMO energy: 0.03475 Ha. The value obtained for the energy above the lowest of the compared OMol25 structures with the same formula, charge and spin is 22.4 kcal/mol. As for the orbital gap: 9.86 eV. The value obtained for the electronic energy is -572.60443 Ha. Its SMILES is CNCCS.



6.
C3H9NS | ωB97M-V/def2-TZVPD

ORCA input file:
```
! wB97M-V def2-TZVPD RIJCOSX def2/J DEFGRID3
* xyz 0 1
C 1.29181 -0.16677 -3.84503
N 0.87845 0.88551 -4.39227
H 1.39810 -0.97103 -4.59644
H 1.29877 -0.53247 -2.80138
H 1.07624 1.82784 -4.08974
C -0.41534 -0.99239 3.14216
S -0.03170 0.27489 1.90398
C -1.40390 0.03512 0.67899
H -0.95646 -1.86439 2.79189
H 0.46309 -1.29377 3.70033
H -1.03398 -0.59219 3.96742
H -2.26356 -0.17630 1.30882
H -1.23693 -0.76928 -0.02769
H -1.55321 0.99227 0.18918
*
```

As for the LUMO energy: 0.03236 Ha. The value obtained for the energy above the lowest of the compared OMol25 structures with the same formula, charge and spin is 48.8 kcal/mol. As for the orbital gap: 9.46 eV. The value obtained for the electronic energy is -572.56238 Ha. Its SMILES is C=N.CSC.



7.
C3H9NS | ωB97M-V/def2-TZVPD

ORCA input file:
```
! wB97M-V def2-TZVPD RIJCOSX def2/J DEFGRID3
* xyz 1 2
C 3.69436 1.17014 -0.92901
N 4.03187 2.40034 -0.96970
H 3.36191 0.70126 -0.03255
H 3.75581 0.50567 -1.88074
H 3.50457 2.89078 -1.67114
C -2.63028 -1.50146 1.60692
S -2.16859 -0.75564 0.00787
C -0.42191 -0.27445 0.07509
H -2.29799 -2.51791 1.51561
H -1.89586 -0.93838 2.27325
H -3.65384 -1.27152 1.89411
H 0.27214 -0.92399 0.46301
H -0.32328 0.72356 0.59319
H -0.10208 -0.24706 -1.01067
*
```

As for the LUMO energy (spin up / spin down): -0.13128 / -0.32067 Ha. The value obtained for the energy above the lowest of the compared OMol25 structures with the same formula, charge and spin is 67.1 kcal/mol. As for the orbital gap (spin up / spin down): 7.88 / 2.72 eV. The value obtained for the electronic energy is -572.21302 Ha.



8.
C3H9NS2 | ωB97M-V/def2-TZVPD

ORCA input file:
```
! wB97M-V def2-TZVPD RIJCOSX def2/J DEFGRID3
* xyz -1 2
S -0.93021 0.70902 1.34892
S 1.41688 0.88103 0.84504
C 1.47798 -0.36255 -0.51305
C 0.36362 -0.49570 -1.53604
N -0.73780 -1.43613 -1.25444
C -2.10154 -0.94025 -1.39964
H -0.77498 -0.08229 2.41554
H 1.57821 -1.33163 -0.01631
H 2.37607 -0.14959 -1.09290
H -0.10182 0.47466 -1.76125
H 0.73630 -0.77911 -2.52936
H -0.63828 -1.67203 -0.27202
H -2.53128 -0.60265 -0.46196
H -2.02669 -0.06623 -2.05178
H -2.72129 -1.54762 -2.06857
*
```

As for the LUMO energy (spin up / spin down): 0.14921 / 0.13382 Ha. The value obtained for the energy above the lowest of the compared OMol25 structures with the same formula, charge and spin is 17.3 kcal/mol. As for the orbital gap (spin up / spin down): 5.19 / 7.21 eV. The value obtained for the electronic energy is -970.80682 Ha.